Here is C36H59AsN7O7PSTb as an isolated structure in a non-equilibrium geometry from OMol25. Energies are from ωB97M-V/def2-TZVPD.

Last column: Mulliken spin population.
Atoms and positions in Å:
Tb -0.160 -0.571 -0.251  5.890
O -2.163 5.188 -1.498  0.001
C -1.886 4.038 -1.335  -0.001
C -2.394 3.111 -0.249  0.004
O -3.293 3.379 0.495  0.000
C -1.740 1.801 -0.425  0.014
C -1.119 1.736 -1.654  0.016
O -0.681 0.582 -2.196  0.022
C -1.078 3.105 -2.230  -0.007
O -0.472 3.513 -3.193  0.001
O -1.895 0.756 0.372  0.000
C -0.763 -5.066 -3.613  0.000
As -0.538 -3.201 -3.468  0.000
C -2.185 -2.262 -3.213  0.000
C 0.206 -2.735 -5.141  0.000
S 0.821 -2.809 -1.899  -0.008
H -1.425 -5.332 -4.455  0.000
H -1.170 -5.503 -2.697  0.000
H 0.248 -5.462 -3.816  0.000
H -2.832 -2.369 -4.112  0.000
H -1.985 -1.216 -2.998  0.000
H -2.630 -2.712 -2.337  -0.001
H -0.511 -3.025 -5.913  0.000
H 1.122 -3.323 -5.273  0.000
H 0.475 -1.675 -5.221  0.000
O 1.831 0.336 -0.360  0.034
P 2.955 1.209 -0.925  -0.013
N 2.806 1.425 -2.513  0.002
C 2.211 0.539 -3.525  -0.001
C 2.039 1.465 -4.711  0.000
C 3.204 2.443 -4.642  0.000
C 3.450 2.619 -3.134  0.000
N 2.961 2.654 -0.129  0.000
C 4.122 3.568 -0.099  0.000
C 3.493 4.936 0.031  0.000
C 2.146 4.673 0.690  -0.001
C 1.706 3.371 0.081  0.001
N 4.491 0.663 -0.681  -0.001
C 4.964 0.484 0.723  0.000
C 6.144 -0.467 0.559  0.000
C 5.671 -1.409 -0.551  0.000
C 5.013 -0.424 -1.541  0.000
H 1.268 0.136 -3.157  0.000
H 2.835 -0.326 -3.824  0.000
H 1.107 2.020 -4.548  0.000
H 1.998 0.887 -5.639  0.000
H 2.993 3.403 -5.077  0.000
H 4.095 2.070 -5.108  0.000
H 2.999 3.531 -2.751  0.000
H 4.525 2.633 -2.924  0.000
H 4.747 3.475 -0.988  0.000
H 4.770 3.331 0.711  0.000
H 3.373 5.363 -0.955  0.000
H 4.111 5.647 0.609  0.000
H 1.414 5.461 0.533  0.000
H 2.293 4.586 1.763  0.000
H 1.204 3.512 -0.881  0.001
H 1.025 2.769 0.744  0.000
H 4.183 -0.004 1.293  0.000
H 5.245 1.425 1.193  0.000
H 6.349 -1.041 1.471  0.000
H 7.060 0.062 0.296  0.000
H 4.970 -2.149 -0.132  0.000
H 6.486 -1.949 -1.003  0.000
H 4.227 -0.848 -2.162  0.000
H 5.753 -0.008 -2.237  0.000
C -7.482 -0.059 1.199  0.000
C -7.192 -1.125 2.253  0.000
N -5.803 -1.604 2.176  0.000
C -4.873 -1.027 3.157  0.000
C -4.399 0.409 2.879  0.000
C -5.516 -2.581 1.288  0.001
O -6.345 -3.170 0.613  0.000
C -4.071 -2.991 1.131  -0.006
C -3.752 -4.336 1.219  0.000
C -2.468 -4.747 0.956  -0.003
C -1.530 -3.790 0.648  -0.005
N -1.794 -2.476 0.592  0.040
C -3.050 -2.096 0.817  0.007
H -8.519 0.278 1.327  0.000
H -7.399 -0.482 0.196  0.000
H -6.818 0.792 1.321  0.000
H -7.840 -1.991 2.132  0.000
H -7.274 -0.712 3.241  0.000
H -3.992 -1.667 3.231  0.000
H -5.380 -1.040 4.145  0.000
H -3.866 0.496 1.934  0.000
H -3.743 0.722 3.685  0.000
H -5.254 1.096 2.849  0.000
H -4.536 -5.027 1.458  0.000
H -2.159 -5.787 0.946  0.000
H -0.496 -4.076 0.476  -0.001
H -3.253 -1.040 0.765  -0.005
C 1.629 0.160 2.708  -0.004
C 1.746 0.377 4.252  0.000
N 0.575 -0.076 4.933  0.001
C 0.383 -1.497 4.582  0.002
C 0.051 -1.627 3.076  -0.005
N 0.279 -0.325 2.370  0.034
C -0.682 0.665 2.908  -0.012
C -0.562 0.709 4.450  0.000
H 2.333 -0.647 2.376  -0.001
H 1.905 1.074 2.159  0.003
H 1.859 1.442 4.418  -0.001
H 2.671 -0.098 4.668  0.001
H -0.413 -1.904 5.241  0.000
H 1.291 -2.059 4.807  0.000
H -1.012 -1.854 2.934  0.003
H 0.648 -2.404 2.578  -0.003
H -1.676 0.399 2.580  0.004
H -0.458 1.623 2.436  0.001
H -1.454 0.320 4.931  0.000
H -0.497 1.734 4.784  0.000

Computed properties:
* orbital gap (spin up / spin down): 0.28766 / 0.28973 Ha
* <S²>: 12.68
* electronic energy: -166450.9363 eV
* multiplicity: 7
* HOMO energy (spin up / spin down): -10.2 / -10.2 eV
* charge: +1

---

Here is C36H59BCoN4OP2S as an isolated structure in a non-equilibrium geometry from OMol25. Energies are from ωB97M-V/def2-TZVPD.

Last column: Mulliken spin population.
Atoms and positions in Å:
Co 0.506 -0.685 -0.124  2.895
C -1.033 0.495 4.036  0.016
C 0.435 0.804 3.741  0.095
C 1.226 0.922 5.042  0.009
C 0.502 2.134 2.978  0.030
P 1.074 -0.479 2.484  -0.041
C 2.884 0.005 2.373  0.035
N 3.190 0.251 0.987  0.050
B 2.490 -0.258 -0.148  0.351
N 3.175 0.265 -1.291  0.014
C 2.796 0.073 -2.662  0.002
P 0.925 -0.009 -2.728  -0.141
C 0.491 1.797 -3.126  0.065
C 1.085 2.586 -1.953  0.017
C 1.038 2.362 -4.435  0.006
C -1.031 1.930 -3.096  0.014
C 0.606 -1.164 -4.197  0.084
C 1.377 -0.816 -5.469  0.004
C 1.030 -2.550 -3.701  0.016
C -0.898 -1.176 -4.472  0.016
C 4.188 1.085 -0.864  0.009
C 5.087 1.866 -1.576  0.001
C 5.982 2.641 -0.863  0.004
C 5.986 2.643 0.530  0.004
C 5.103 1.864 1.254  0.002
C 4.198 1.079 0.555  0.017
C 1.113 -2.241 3.190  0.026
C 1.615 -2.358 4.625  0.012
C 2.011 -3.052 2.251  0.005
C -0.305 -2.804 3.074  0.020
H -1.510 1.358 4.500  0.001
H -1.138 -0.348 4.715  0.001
H -1.568 0.274 3.111  0.000
H 0.861 1.785 5.598  0.001
H 2.289 1.072 4.865  0.000
H 1.106 0.049 5.674  0.001
H 0.038 2.924 3.567  0.000
H -0.035 2.049 2.035  -0.003
H 1.528 2.432 2.767  0.001
H 3.527 -0.789 2.775  0.003
H 3.067 0.912 2.956  -0.008
H 3.219 -0.863 -3.044  0.007
H 3.161 0.896 -3.284  -0.006
H 2.171 2.631 -2.006  0.000
H 0.808 2.124 -1.003  0.023
H 0.706 3.607 -1.967  0.001
H 2.089 2.128 -4.592  0.001
H 0.938 3.446 -4.410  0.000
H 0.467 2.002 -5.286  0.003
H -1.462 1.297 -2.325  -0.002
H -1.473 1.654 -4.050  0.001
H -1.317 2.959 -2.885  0.001
H 2.446 -0.725 -5.283  -0.001
H 1.021 0.106 -5.922  0.001
H 1.230 -1.618 -6.194  0.001
H 2.109 -2.621 -3.580  -0.001
H 0.723 -3.308 -4.419  0.000
H 0.557 -2.777 -2.745  0.004
H -1.227 -0.245 -4.926  -0.001
H -1.453 -1.331 -3.548  -0.006
H -1.142 -1.987 -5.156  0.000
H 5.096 1.876 -2.655  0.000
H 6.693 3.256 -1.395  0.000
H 6.695 3.268 1.051  0.000
H 5.123 1.876 2.333  0.000
H 2.530 -1.792 4.784  -0.001
H 1.825 -3.403 4.847  -0.001
H 0.861 -2.020 5.331  0.002
H 3.066 -2.841 2.407  0.002
H 1.761 -2.842 1.204  0.032
H 1.857 -4.114 2.427  0.003
H -1.005 -2.290 3.726  0.003
H -0.304 -3.859 3.339  0.001
H -0.655 -2.713 2.046  -0.008
C -3.455 -4.685 0.981  -0.002
C -3.492 -3.924 -0.341  0.006
N -3.633 -2.494 -0.159  0.009
C -4.957 -1.977 0.151  0.000
C -5.107 -1.560 1.611  0.000
C -2.622 -1.631 -0.272  -0.007
S -1.048 -2.297 -0.632  0.192
N -2.924 -0.353 -0.184  0.008
C -2.131 0.688 -0.014  0.005
O -0.895 0.666 0.240  0.085
C -2.800 2.005 -0.048  0.006
C -2.013 3.155 0.036  0.007
C -2.605 4.401 0.035  0.000
C -3.985 4.512 -0.046  0.000
C -4.771 3.376 -0.151  0.001
C -4.183 2.125 -0.152  -0.001
H -3.266 -5.738 0.786  0.000
H -4.399 -4.601 1.512  0.000
H -2.659 -4.304 1.615  0.001
H -4.334 -4.275 -0.945  -0.001
H -2.571 -4.115 -0.894  -0.003
H -5.683 -2.753 -0.095  0.000
H -5.133 -1.109 -0.491  0.001
H -4.906 -2.392 2.280  0.000
H -6.123 -1.218 1.784  0.000
H -4.423 -0.751 1.844  0.000
H -0.940 3.060 0.111  0.000
H -1.994 5.288 0.106  0.000
H -4.447 5.487 -0.021  0.000
H -5.842 3.471 -0.230  0.000
H -4.787 1.236 -0.222  0.000

Computed properties:
* orbital gap (spin up / spin down): 0.28004 / 0.22692 Ha
* <S²>: 6.02
* electronic energy: -114011.5018 eV
* multiplicity: 5
* HOMO energy (spin up / spin down): -10.1 / -10.4 eV
* charge: +1

---

Here is C36H59BN7Pt as an isolated structure from OMol25. Energies are from ωB97M-V/def2-TZVPD.

Last column: Mulliken spin population.
Atoms and positions in Å:
Pt -0.419 -0.937 0.184  1.313
C 0.028 -1.475 3.765  0.040
C 0.291 -0.008 4.088  -0.006
C 1.704 0.167 4.663  0.002
C 0.138 0.914 2.912  0.027
C -0.136 2.280 3.007  0.024
C 0.026 2.795 1.733  0.009
C -0.238 4.226 1.363  0.002
C 1.051 5.018 1.105  0.003
C -1.241 4.337 0.209  0.002
N 0.396 1.774 0.928  -0.022
N 0.449 0.620 1.649  0.099
B 1.101 1.796 -0.461  -0.081
N 0.047 1.599 -1.588  -0.059
N -0.791 0.544 -1.458  0.286
C -1.558 0.468 -2.548  -0.007
C -1.203 1.514 -3.397  -0.007
C -0.181 2.212 -2.770  -0.008
C 0.464 3.404 -3.442  0.001
C 1.372 2.898 -4.575  0.000
C 1.221 4.429 -2.599  0.000
C -2.686 -0.504 -2.771  -0.004
C -2.315 -1.962 -2.497  -0.041
C -3.891 -0.095 -1.914  0.004
N 2.084 0.598 -0.549  0.003
N 1.569 -0.643 -0.746  0.107
C 2.562 -1.437 -1.168  0.007
C 3.743 -0.693 -1.196  0.002
C 3.406 0.589 -0.796  0.000
C 4.394 1.718 -0.699  0.000
C 4.125 2.760 0.393  0.000
C 4.567 2.383 -2.071  0.000
C 2.409 -2.846 -1.679  -0.004
C 1.834 -2.789 -3.098  0.004
C 1.537 -3.723 -0.783  0.064
H 0.351 -2.098 4.602  0.000
H 0.582 -1.769 2.869  0.019
H -1.036 -1.621 3.583  -0.010
H -0.426 0.319 4.845  0.001
H 2.444 -0.234 3.968  0.000
H 1.794 -0.358 5.615  0.000
H 1.928 1.221 4.829  0.001
H -0.419 2.824 3.893  0.001
H -0.709 4.667 2.245  0.001
H 1.597 4.616 0.255  0.000
H 1.696 4.977 1.984  0.000
H 0.811 6.061 0.896  0.000
H -0.892 3.792 -0.665  0.000
H -1.383 5.385 -0.057  0.000
H -2.208 3.925 0.502  0.000
H 1.698 2.801 -0.617  0.000
H -1.643 1.743 -4.354  0.001
H -0.372 3.935 -3.904  0.000
H 2.190 2.301 -4.168  0.000
H 1.799 3.743 -5.117  0.000
H 0.819 2.283 -5.284  0.000
H 2.145 4.017 -2.201  0.000
H 0.620 4.807 -1.776  0.000
H 1.484 5.271 -3.239  0.000
H -2.964 -0.410 -3.822  0.001
H -1.923 -2.059 -1.479  0.071
H -1.571 -2.326 -3.204  0.004
H -3.201 -2.595 -2.580  0.001
H -3.653 -0.218 -0.858  -0.001
H -4.754 -0.721 -2.148  0.000
H -4.158 0.947 -2.090  0.000
H 4.722 -1.033 -1.491  0.000
H 5.340 1.230 -0.453  0.000
H 3.495 3.572 0.030  0.000
H 5.070 3.201 0.711  0.000
H 3.644 2.313 1.264  0.000
H 3.625 2.829 -2.387  0.000
H 4.868 1.652 -2.822  0.000
H 5.324 3.167 -2.025  0.000
H 3.409 -3.281 -1.726  0.000
H 0.861 -2.298 -3.084  -0.002
H 1.721 -3.792 -3.512  0.000
H 2.487 -2.218 -3.759  0.000
H 0.583 -3.216 -0.640  0.024
H 2.010 -3.875 0.190  0.001
H 1.349 -4.693 -1.247  0.002
C -1.820 -4.572 3.376  0.003
N -1.757 -5.061 1.972  0.001
C -2.669 -6.213 1.763  0.000
C -1.947 -3.964 0.922  0.112
C -2.731 -2.746 1.341  -0.051
C -4.058 -2.880 1.756  -0.018
C -4.806 -1.775 2.114  0.012
C -4.219 -0.518 2.076  -0.011
C -2.906 -0.386 1.656  0.081
C -2.126 -1.482 1.242  0.027
H -1.488 -5.362 4.046  0.000
H -2.839 -4.288 3.616  0.000
H -1.179 -3.702 3.482  0.004
H -0.810 -5.408 1.833  0.000
H -3.700 -5.885 1.861  0.000
H -2.466 -6.981 2.506  0.000
H -2.516 -6.627 0.769  0.000
H -2.405 -4.443 0.056  0.007
H -0.951 -3.625 0.653  -0.062
H -4.529 -3.858 1.784  0.003
H -5.839 -1.892 2.416  0.001
H -4.792 0.357 2.355  0.000
H -2.460 0.603 1.638  0.017

Computed properties:
* orbital gap (spin up / spin down): 0.27995 / 0.26902 Ha
* <S²>: 2.01
* electronic energy: -52639.0996 eV
* multiplicity: 3
* HOMO energy (spin up / spin down): -10.1 / -10.6 eV
* charge: +1

---

Here is a 11-piece molecular cluster, C36H60ClN11O24 overall in a non-equilibrium geometry from OMol25. Energies are from ωB97M-V/def2-TZVPD.

Last column: Mulliken charge in e.
Atoms and positions in Å:
C 7.320 -2.847 1.454  -0.548
C 7.807 -1.706 0.453  0.614
O 8.928 -1.887 -0.117  -0.578
O 7.134 -0.487 0.178  -0.331
C 5.743 -0.688 -0.180  -0.390
C 5.472 -0.837 -1.762  -0.537
C 4.443 0.288 -2.271  -0.806
C 2.904 -0.247 -2.372  0.129
C 2.096 0.873 -3.194  -0.422
C 0.518 0.857 -2.980  0.427
C -0.366 -0.372 -3.426  -0.372
C -1.885 -0.232 -3.191  0.029
C -2.654 0.975 -2.579  0.239
C -1.759 2.150 -2.120  -0.331
C -0.197 2.099 -2.310  0.479
C 0.679 3.337 -1.810  -0.557
C -0.147 4.455 -1.019  -0.978
C -0.737 3.976 0.395  -0.492
Cl -2.413 4.784 0.555  -0.157
C -4.229 0.755 -2.552  -0.032
O -5.149 1.582 -2.378  -0.551
N -4.355 -0.712 -2.836  0.125
C -4.645 -1.221 -1.451  -0.364
C -6.225 -1.437 -1.174  0.095
C -7.099 -2.422 -2.039  -0.633
C -8.631 -2.631 -1.792  -0.494
C -9.388 -1.871 -0.650  -0.525
C -8.541 -0.900 0.211  -0.564
C -7.003 -0.679 -0.046  0.891
C -6.248 0.351 0.931  -0.637
C -3.111 -1.204 -3.483  -0.222
O -3.119 -2.241 -4.194  -0.608
H 8.128 -3.588 1.766  0.034
H 6.510 -3.451 0.884  0.280
H 6.775 -2.366 2.351  0.306
H 5.186 0.272 0.149  0.272
H 5.222 -1.548 0.361  0.221
H 5.191 -1.898 -2.094  0.315
H 6.481 -0.608 -2.284  0.321
H 4.719 0.610 -3.349  0.285
H 4.411 1.226 -1.617  0.322
H 2.462 -0.513 -1.353  0.253
H 2.932 -1.187 -3.022  0.055
H 2.274 0.659 -4.322  0.197
H 2.598 1.878 -2.986  0.429
H 0.057 -1.315 -3.901  0.279
H -2.299 3.060 -1.665  0.163
H 1.547 2.919 -1.174  0.236
H 1.178 3.821 -2.728  0.366
H 0.596 5.313 -0.789  0.392
H -0.949 4.931 -1.695  0.401
H -0.112 4.272 1.301  0.379
H -0.940 2.845 0.341  0.318
H -4.074 -2.204 -1.292  0.411
H -4.277 -0.445 -0.678  0.338
H -6.620 -3.038 -2.871  0.334
H -9.242 -3.369 -2.414  0.286
H -10.507 -2.005 -0.431  0.338
H -9.050 -0.296 1.052  0.301
H -6.996 0.660 1.756  0.393
H -5.967 1.324 0.372  0.072
H -5.303 -0.121 1.381  -0.069
C 8.145 -4.504 5.518  -0.244
N 7.191 -3.592 4.836  0.900
O 6.224 -4.099 4.288  -0.527
O 7.445 -2.399 4.872  -0.542
H 7.796 -5.524 5.403  -0.017
H 9.117 -4.373 5.043  0.199
H 8.176 -4.224 6.570  0.287
C 2.027 -2.846 -6.835  -0.836
N 2.349 -2.011 -5.648  0.854
O 2.197 -0.802 -5.755  -0.534
O 2.743 -2.599 -4.654  -0.525
H 1.691 -2.196 -7.640  0.327
H 2.934 -3.377 -7.120  0.308
H 1.238 -3.539 -6.544  0.310
C -10.326 3.055 0.224  -0.816
N -10.714 1.685 0.654  0.944
O -10.456 1.363 1.805  -0.556
O -11.264 0.980 -0.177  -0.532
H -9.848 3.569 1.065  0.433
H -9.633 2.953 -0.611  0.265
H -11.235 3.574 -0.077  0.296
C 6.172 -8.697 6.588  -0.758
N 7.248 -7.699 6.350  0.806
O 7.335 -6.767 7.135  -0.501
O 7.968 -7.886 5.383  -0.481
H 5.614 -8.405 7.476  0.318
H 5.526 -8.699 5.710  0.306
H 6.648 -9.666 6.732  0.276
C -6.403 4.731 0.448  -0.428
N -7.860 5.017 0.500  0.986
O -8.483 4.593 1.463  -0.608
O -8.331 5.657 -0.426  -0.558
H -6.127 4.158 1.332  0.328
H -6.212 4.158 -0.459  0.347
H -5.879 5.688 0.430  -0.069
C -5.220 9.190 -1.457  -0.588
N -4.844 7.783 -1.164  0.900
O -4.825 7.437 0.009  -0.499
O -4.580 7.072 -2.119  -0.553
H -5.427 9.700 -0.520  0.147
H -4.380 9.655 -1.972  0.295
H -6.108 9.168 -2.088  0.282
C 11.701 -5.125 0.923  -0.787
N 10.484 -5.471 1.702  0.885
O 9.714 -6.281 1.211  -0.509
O 10.344 -4.917 2.779  -0.506
H 11.694 -5.690 -0.008  0.289
H 11.670 -4.054 0.725  0.319
H 12.566 -5.392 1.529  0.295
C 8.183 -5.957 -1.817  -0.604
N 8.038 -6.764 -3.057  0.888
O 7.192 -6.409 -3.863  -0.528
O 8.779 -7.726 -3.177  -0.539
H 7.465 -5.139 -1.845  0.239
H 7.985 -6.615 -0.972  0.287
H 9.202 -5.575 -1.791  0.251
C -3.015 -0.609 4.822  -0.776
N -3.423 -0.747 3.399  0.850
O -2.566 -0.564 2.549  -0.510
O -4.589 -1.036 3.186  -0.509
H -1.958 -0.352 4.861  0.308
H -3.621 0.182 5.262  0.303
H -3.198 -1.565 5.311  0.291
C -4.873 10.182 3.539  -0.786
N -5.271 10.035 2.115  0.899
O -4.419 10.255 1.268  -0.526
O -6.424 9.705 1.897  -0.484
H -3.827 10.479 3.582  0.324
H -5.510 10.948 3.981  0.278
H -5.021 9.217 4.023  0.288

Computed properties:
* orbital gap: 0.26999 Ha
* electronic energy: -116319.3607 eV
* HOMO energy: -7.8 eV
* SMILES: CC(=O)OCCCCCc1cc2c(cc1CCCCl)C(=O)N(Cc1ccccc1C)C2=O.C[N+](=O)[O-].C[N+](=O)[O-].C[N+](=O)[O-].C[N+](=O)[O-].C[N+](=O)[O-].C[N+](=O)[O-].C[N+](=O)[O-].C[N+](=O)[O-].C[N+](=O)[O-].C[N+](=O)[O-]